C40H40CoN10O as an isolated structure. Source: the OMol25 dataset; level of theory: ωB97M-V with the def2-TZVPD basis set.

Last column: Mulliken charge in e.
Element x y z (Å)
Co -0.153112 -1.318583 0.015076  0.30
C -3.951852 -0.282082 -2.483766  -1.93
C -2.704260 0.380622 -3.013292  2.09
C -2.869663 1.469105 -3.862226  -0.87
C -1.789238 2.179226 -4.348343  -0.99
C -0.508283 1.828354 -3.951242  -1.04
C -0.294670 0.761445 -3.096140  0.83
C 1.102744 0.426085 -2.660614  -0.98
C -1.392976 0.000470 -2.658706  -0.58
N -1.200336 -1.123919 -1.807669  0.41
C -1.696679 -2.269234 -2.127620  0.74
C -2.137506 -2.659041 -3.498696  -1.98
C -1.755390 -3.324203 -1.064254  1.03
C -2.694393 -4.464742 -1.265012  -1.89
N -1.046956 -3.148434 -0.005033  0.74
C -0.877820 -4.216784 0.929760  -1.15
C -1.425119 -4.144099 2.218317  1.07
C -2.197614 -2.939629 2.680777  -1.27
C -1.265327 -5.225817 3.070950  -1.02
C -0.564455 -6.353148 2.676349  -0.93
C 0.007018 -6.397181 1.417865  -0.86
C -0.135351 -5.343333 0.525316  1.82
C 0.535857 -5.438306 -0.822237  -1.33
H -4.654391 0.486359 -2.163472  0.55
H -3.775167 -0.949046 -1.640136  0.31
H -4.445016 -0.856278 -3.270821  0.40
H -3.872934 1.756653 -4.152211  0.54
H -1.951004 3.011599 -5.019345  0.44
H 0.344137 2.387194 -4.315635  0.47
H 1.804114 1.174364 -3.023814  0.54
H 1.429487 -0.544771 -3.036635  0.34
H 1.151328 0.422583 -1.568728  -0.21
H -1.959918 -1.866773 -4.219832  0.42
H -3.192493 -2.932518 -3.529385  0.41
H -1.572546 -3.546349 -3.797489  0.53
H -3.685336 -4.074239 -1.507742  0.46
H -2.763586 -5.079101 -0.371707  0.44
H -2.389190 -5.096811 -2.100315  0.41
H -2.884190 -2.569051 1.918286  0.27
H -1.505203 -2.139367 2.944569  0.12
H -2.773479 -3.180037 3.571723  0.53
H -1.704411 -5.182607 4.059573  0.46
H -0.460671 -7.193349 3.349185  0.44
H 0.567579 -7.271155 1.109917  0.52
H 1.463902 -5.998948 -0.730607  0.54
H 0.770668 -4.461790 -1.246748  -0.03
H -0.092610 -5.975449 -1.536435  0.27
C -1.828680 2.162939 4.036334  -1.16
N -1.742781 1.268368 2.884779  0.83
C -0.715203 0.541278 2.463302  -0.21
N -0.991631 0.055255 1.255702  0.36
C -2.246926 0.535065 0.997499  -0.86
N -2.721280 1.267268 1.964623  -0.90
C -1.492730 3.583540 3.615473  0.96
C -2.342513 4.642243 3.902496  -0.78
C -2.030913 5.924913 3.467955  -0.75
C -0.894077 6.158304 2.715254  -0.84
C -0.048335 5.093573 2.410827  -0.13
C -0.343895 3.817307 2.876148  -0.18
C 1.109619 5.283983 1.555951  0.67
N 1.495511 6.349242 0.927323  -0.47
N 2.586439 6.009878 0.189705  -0.45
C 2.818530 4.753263 0.401785  0.63
O 1.912227 4.229073 1.264366  -0.24
C 3.839697 3.901166 -0.182220  -0.17
C 4.680091 4.390091 -1.180314  -0.99
C 5.627706 3.549017 -1.736003  -0.79
C 5.735907 2.230472 -1.313581  -0.80
C 4.904285 1.737722 -0.314646  1.28
C 5.078569 0.316118 0.176103  -1.25
N 3.877831 -0.508505 0.022635  1.05
C 2.694844 -0.419541 0.618965  -0.34
N 1.886166 -1.361599 0.136135  -0.11
C 2.665263 -2.009575 -0.783978  -0.63
N 3.867063 -1.516501 -0.868472  -0.94
C 3.964527 2.584923 0.253773  0.05
H -1.147566 1.802400 4.806707  0.27
H -2.846485 2.110745 4.414598  0.47
H 0.185845 0.373956 3.030696  0.58
H -2.791039 0.348831 0.085240  0.66
H -3.251536 4.465367 4.464479  0.42
H -2.697807 6.742794 3.704170  0.42
H -0.649816 7.146569 2.350119  0.56
H 0.332372 3.008336 2.629452  0.63
H 4.573478 5.417693 -1.500277  0.57
H 6.289435 3.920235 -2.506666  0.44
H 6.485395 1.586491 -1.758005  0.42
H 5.379073 0.311470 1.224164  0.32
H 5.843606 -0.184002 -0.409910  0.40
H 2.446030 0.271163 1.405855  0.54
H 2.339626 -2.862471 -1.356615  0.57
H 3.330389 2.253257 1.066313  0.52

Cartesian forces, eV/Å:
-0.09 0.09 0.06
0.04 0.03 -0.14
0.19 -0.16 0.25
0.01 0.07 -0.07
-0.04 -0.05 0.03
-0.05 0.06 -0.05
0.04 -0.28 0.13
-0.12 0.00 -0.04
-0.26 0.66 -0.53
0.05 -0.47 0.50
0.17 0.52 -0.43
-0.14 0.05 -0.01
0.05 -0.33 0.63
0.09 -0.12 -0.01
0.05 0.23 -0.53
0.16 -0.82 0.47
-0.11 0.19 -0.29
0.07 -0.05 -0.05
0.05 -0.08 0.04
0.00 0.03 -0.01
-0.02 -0.06 0.04
0.01 0.41 -0.04
-0.14 -0.07 0.05
-0.04 -0.04 0.01
-0.02 -0.01 0.02
-0.03 -0.04 0.05
-0.01 0.01 0.05
0.04 0.00 0.00
0.00 0.02 0.03
0.02 0.00 0.04
0.01 -0.06 0.07
0.16 -0.01 0.01
0.01 0.01 0.03
-0.01 0.00 0.01
-0.02 -0.02 0.03
0.02 0.03 -0.03
0.02 0.01 0.00
0.01 0.01 -0.03
-0.01 0.05 0.02
-0.04 0.15 0.02
-0.03 0.03 -0.02
-0.02 0.00 -0.01
0.01 0.01 0.01
0.02 0.02 0.01
0.01 0.00 -0.04
-0.02 -0.02 -0.02
0.03 0.02 -0.06
-0.02 0.50 0.14
0.22 -0.26 -0.02
-0.08 0.08 0.05
0.04 -0.19 -0.15
0.00 0.08 0.03
-0.14 0.13 -0.12
-0.03 -0.13 -0.12
0.01 -0.11 0.08
-0.04 0.04 0.01
0.08 -0.02 -0.01
-0.15 -0.24 0.14
0.02 0.11 0.00
0.49 0.52 -0.54
-0.71 -0.04 0.57
0.70 -0.47 -0.36
-0.43 0.79 0.04
-0.01 -0.43 0.15
0.06 -0.31 0.03
-0.07 -0.03 0.05
0.00 0.07 -0.03
0.02 -0.10 0.00
0.04 -0.03 -0.08
0.22 0.42 0.00
-0.34 -0.04 0.15
0.15 -0.12 0.05
-0.29 0.03 -0.20
0.02 -0.01 0.18
0.11 -0.10 -0.18
-0.02 0.10 0.01
0.02 -0.11 -0.06
0.01 -0.09 0.01
-0.03 0.03 0.04
0.03 -0.03 0.02
0.00 0.03 -0.01
0.02 0.01 0.00
-0.04 0.01 0.01
0.00 -0.02 0.00
0.04 0.00 -0.02
0.00 0.00 0.00
-0.02 0.00 -0.01
-0.07 -0.12 0.02
0.02 -0.09 0.08
0.06 0.10 -0.09
0.01 0.06 -0.04
0.01 0.00 0.00

Its electronic energy is -3553.40299 Ha. For the highest occupied orbital energy (spin up / spin down), the calculation gives -12.7776 / -12.7776 eV. Its orbital gap (spin up / spin down) is 6.22 / 5.89 eV. As for the total charge: +2. Its expectation value of S² is 3.76. Its multiplicity is 4. The calculation puts the energy above the lowest of the compared OMol25 structures with the same formula, charge and spin at 0.0 kJ/mol.